(1)
28
Properties=species:S:1:pos:R:3 method="wB97M-V/def2-TZVPD" total_charge=0 max_force_ev_per_a=0.712 homo_lumo_gap_ev=8.61 total_energy_ha=-896.40730
C 2.4003 1.3399 -1.1174
C 1.0093 -0.7147 -1.0941
C 1.8447 0.3464 -0.4296
C -0.3924 -0.7093 -0.5281
C 2.0132 0.2048 1.0299
C -0.8432 -1.7367 0.1267
C -1.2157 0.5388 -0.7029
C 2.3096 1.4526 1.8224
C -4.2354 -2.2102 -0.8303
C -4.4763 -1.2525 0.0353
N 1.8984 -0.9526 1.5249
N -1.3683 -2.7352 0.5845
F -4.0850 -1.2999 1.3060
I -5.4948 0.5429 -0.4108
H 3.0123 2.0986 -0.6637
H 2.2705 1.4026 -2.1873
H 0.9789 -0.5419 -2.1728
H -0.6097 1.4162 -0.4799
H -2.0773 0.5360 -0.0386
H -1.5735 0.6229 -1.7313
H 1.7277 2.2947 1.4570
H 3.3670 1.6977 1.7362
H 2.0832 1.2927 2.8762
H -4.5646 -2.1368 -1.8492
H 1.4649 -1.6867 -0.8919
H -3.6784 -3.0839 -0.5343
H 2.0259 -1.0014 2.5339
H -1.2881 -2.9465 1.5736

---

(2)
36
Properties=species:S:1:pos:R:3 method="wB97M-V/def2-TZVPD" total_charge=-2 max_force_ev_per_a=5.947 homo_lumo_gap_ev=4.02 total_energy_ha=-1864.96781
N 2.4570 -0.5520 0.1376
P 1.1081 -0.9190 0.8490
N 0.2430 -2.3622 0.2370
C -0.6318 -2.9746 1.2859
C -2.0013 -3.3926 0.6438
C -3.1032 -2.2675 0.6852
C -3.6016 -1.9375 -0.7694
O -4.1951 -0.6264 -0.7922
S 1.2685 -3.5020 -0.4925
O 1.7336 -2.9242 -1.7693
O 2.3838 -3.9540 0.3574
F 0.3463 -4.8285 -0.9213
H 2.3427 0.3953 -0.2928
H 0.1787 0.1597 0.7152
H 1.3862 -1.1092 2.2465
H -0.1633 -3.8891 1.7145
H -0.7392 -2.2157 2.0968
H -1.7945 -3.7009 -0.4013
H -2.3939 -4.2705 1.2048
H -3.9779 -2.6699 1.2486
H -2.7673 -1.3396 1.1927
H -4.4110 -2.6269 -1.0978
H -2.7403 -1.9654 -1.4751
H -3.5233 -0.0019 -0.5035
C 1.2682 4.6870 0.7210
C 1.4991 5.8363 0.0052
C 2.1443 5.5956 -1.3723
O 2.3584 6.4960 -2.1861
C 2.5262 4.2281 -1.7268
C 2.3075 3.0892 -1.0023
C 1.5666 3.3174 0.3244
O 1.2155 2.3884 1.0690
O 2.6304 1.9001 -1.2966
O 1.2400 7.0216 0.3472
H 0.8038 4.7595 1.7011
H 3.0355 4.1554 -2.6838

---

(3)
28
Properties=species:S:1:pos:R:3 method="wB97M-V/def2-TZVPD" total_charge=0 max_force_ev_per_a=6.180 homo_lumo_gap_ev="7.58 / 7.67" total_energy_ha=-649.18932
C 3.5717 -0.5807 -0.0474
C 2.6705 -1.0247 -0.9871
C 3.2741 0.1652 1.0668
C 1.3303 -0.7696 -0.7534
C 1.8491 0.4505 1.3148
C 0.8321 -0.0458 0.4131
C -1.6498 -1.7532 0.0613
C -2.7208 0.3484 1.0628
C -1.8074 0.3918 -1.3324
C -1.6183 -0.2100 0.1145
N -0.3527 0.3448 0.7410
N -0.0596 2.4739 -0.2707
O 0.8573 2.3709 -0.9648
O -0.8023 3.2644 0.1212
H 4.5604 -0.8562 -0.2758
H 3.0673 -1.5849 -1.8709
H 3.8745 0.3845 1.8517
H 0.6826 -0.8370 -1.6156
H 1.5894 0.7465 2.2712
H -1.2253 -1.9850 0.9475
H -2.6245 -2.1073 -0.1348
H -1.0037 -2.1109 -0.7098
H -2.2003 1.0861 1.5799
H -3.1899 -0.5361 1.8293
H -3.5648 0.7344 0.4777
H -0.8966 0.2297 -1.8561
H -2.6093 -0.0540 -1.8232
H -1.8341 1.4644 -1.2106

---

(4)
28
Properties=species:S:1:pos:R:3 method="wB97M-V/def2-TZVPD" total_charge=+1 max_force_ev_per_a=4.817 homo_lumo_gap_ev=8.84 total_energy_ha=-628.50757
C -1.8590 -3.4541 1.4241
C -2.2446 -3.1058 0.1802
C -1.1127 -2.5899 2.2180
C -1.8074 -1.9511 -0.4044
C -0.7120 -1.3621 1.6952
C -1.0631 -1.0460 0.3683
C -0.5289 0.1964 -0.1913
C 0.6746 2.0632 -1.3646
C 1.9053 2.1336 -2.1359
C 0.3847 3.1689 -0.3269
N -1.1581 0.7248 -1.1452
N 0.6914 0.6746 0.0239
N 1.7253 -0.0405 0.7500
O -0.3454 1.5317 -1.9594
H -2.1543 -4.4744 1.8630
H -2.8965 -3.7503 -0.4973
H -0.6304 -2.8161 3.1923
H -2.0484 -1.5830 -1.3415
H -0.1358 -0.7574 2.2487
H 1.8349 1.2389 -2.7750
H 2.7459 2.3810 -1.4132
H 1.9808 3.0098 -2.7206
H -0.4010 2.8797 0.3700
H -0.0926 4.0419 -0.8936
H 1.4129 3.6261 -0.1850
H 1.3368 -0.2387 1.8149
H 2.6048 0.4632 0.7337
H 1.8925 -0.9646 0.4717